(1)
Formula: C3H7NO2S2
Source: the Open Molecules 2025 dataset
Level of theory: ωB97M-V with the def2-TZVPD basis set

For the gap between HOMO and LUMO, the calculation gives 4.126 eV. Its HOMO energy is -9.02 eV. The energy relative to the best compared isomer or geometry (same formula, charge and spin) comes out at 535.13 kJ/mol. As for the net charge: 0. The LUMO energy is -4.9 eV. The total energy comes out at -30475.02272 eV.

Geometry (Å):
S (3.15, -1.09, -0.46)
S (-4.25, 0.42, -0.50)
O (-0.94, -0.72, 1.14)
O (-1.00, 1.14, -0.11)
N (1.56, 1.28, -0.45)
C (1.41, -1.20, -0.38)
C (1.09, 0.11, 0.41)
C (-0.46, 0.25, 0.53)
H (1.63, 0.09, 1.35)
H (0.96, -2.07, 0.11)
H (1.73, 2.09, 0.16)
H (0.96, -1.12, -1.37)
H (-5.08, 0.10, 0.50)
H (-3.25, -0.38, -0.11)
H (2.49, 1.11, -0.81)


(2)
Formula: C3H7NO3
Source: the Open Molecules 2025 dataset
Level of theory: ωB97M-V with the def2-TZVPD basis set

The structure (SMILES) is CC(=O)N(O)CO. For the gap between HOMO and LUMO, the calculation gives 10.818 eV. Its HOMO energy is -10.08 eV. The energy relative to the best compared isomer or geometry (same formula, charge and spin) comes out at 503.86 kJ/mol. As for the net charge: 0. The LUMO energy is 0.7 eV. The total energy comes out at -10853.14560 eV.

Geometry (Å):
O (1.41, -1.73, -0.07)
O (-0.88, 2.03, -0.48)
O (1.52, 0.55, -1.44)
N (0.29, 0.17, -0.71)
C (-0.95, -1.43, 0.69)
C (-0.13, 1.20, 0.28)
C (0.37, -0.99, -0.04)
H (-1.52, -0.62, 1.16)
H (-1.45, -1.57, -0.23)
H (2.19, 0.01, -1.29)
H (-0.12, 2.49, -0.92)
H (0.85, 1.60, 0.53)
H (-1.03, -2.36, 1.49)
H (-0.54, 0.66, 1.04)


(3)
Formula: C3H7NO3
Source: the Open Molecules 2025 dataset
Level of theory: ωB97M-V with the def2-TZVPD basis set

The structure (SMILES) is O=CCNC=O.O. For the gap between HOMO and LUMO, the calculation gives 10.287 eV. Its HOMO energy is -9.72 eV. The energy relative to the best compared isomer or geometry (same formula, charge and spin) comes out at 292.64 kJ/mol. As for the net charge: 0. The LUMO energy is 0.6 eV. The total energy comes out at -10855.33475 eV.

Geometry (Å):
O (-0.69, 0.95, -2.75)
O (1.59, -0.25, 2.33)
O (-1.37, 1.15, 0.79)
N (0.99, -0.22, 0.06)
C (1.73, 0.03, 1.14)
C (-0.29, -0.96, 0.40)
C (-1.15, 0.06, 1.17)
H (-1.22, -0.11, 2.29)
H (-0.34, -1.79, 1.02)
H (-0.94, 1.15, -3.67)
H (2.58, 0.65, 0.96)
H (-1.54, 0.82, -2.37)
H (-0.53, -1.62, -0.49)
H (1.20, 0.11, -0.87)


(4)
Formula: C3H7NO3
Source: the Open Molecules 2025 dataset
Level of theory: ωB97M-V with the def2-TZVPD basis set

The structure (SMILES) is O=C(O)NCCO. For the gap between HOMO and LUMO, the calculation gives 10.528 eV. Its HOMO energy is -9.86 eV. The energy relative to the best compared isomer or geometry (same formula, charge and spin) comes out at 67.58 kJ/mol. As for the net charge: 0. The LUMO energy is 0.7 eV. The total energy comes out at -10857.66738 eV.

Geometry (Å):
O (-2.12, 2.11, 0.57)
O (-0.57, 0.99, 1.76)
O (2.20, -1.36, -0.48)
N (-1.15, 0.24, -0.27)
C (-0.15, -0.81, -0.21)
C (-1.33, 1.20, 0.66)
C (1.26, -0.31, -0.54)
H (2.16, -1.88, -1.29)
H (-0.43, -1.59, -0.91)
H (-0.15, -1.26, 0.79)
H (1.57, 0.43, 0.19)
H (-1.71, 0.38, -1.10)
H (1.24, 0.17, -1.52)
H (-0.81, 1.71, 2.36)


(5)
Formula: C3H7NO3
Source: the Open Molecules 2025 dataset
Level of theory: ωB97M-V with the def2-TZVPD basis set

The structure (SMILES) is O=CCNC=O.O. For the gap between HOMO and LUMO, the calculation gives 10.286 eV. Its HOMO energy is -9.75 eV. The energy relative to the best compared isomer or geometry (same formula, charge and spin) comes out at 270.67 kJ/mol. As for the net charge: 0. The LUMO energy is 0.5 eV. The total energy comes out at -10855.56251 eV.

Geometry (Å):
O (1.19, -1.14, 0.93)
O (-0.46, -0.34, -2.96)
O (0.95, 1.26, 4.46)
N (-1.01, 0.67, -0.95)
C (-0.73, 0.65, -2.28)
C (-0.85, -0.64, -0.32)
C (0.65, -0.93, -0.18)
H (-1.88, 1.17, -0.55)
H (1.63, 1.98, 4.45)
H (-0.61, 1.68, -2.75)
H (1.49, 0.50, 4.32)
H (-1.12, -1.41, -1.11)
H (-1.47, -0.63, 0.67)
H (1.13, -0.58, -1.15)


(6)
Formula: C3H7NO3
Source: the Open Molecules 2025 dataset
Level of theory: ωB97M-V with the def2-TZVPD basis set

The structure (SMILES) is C[C@@H](CO)ON=O. For the gap between HOMO and LUMO, the calculation gives 10.364 eV. Its HOMO energy is -10.46 eV. The energy relative to the best compared isomer or geometry (same formula, charge and spin) comes out at 428.46 kJ/mol. As for the net charge: 0. The LUMO energy is -0.1 eV. The total energy comes out at -10853.92711 eV.

Geometry (Å):
O (-0.90, 0.13, 2.05)
O (-0.69, -0.44, -3.29)
O (0.15, -0.91, -1.35)
N (-0.47, 0.03, -2.17)
C (1.29, 0.75, 0.07)
C (-1.05, -0.12, 0.66)
C (0.30, -0.42, -0.01)
H (-0.75, -0.72, 2.49)
H (0.76, -1.25, 0.55)
H (1.53, 0.98, 1.11)
H (2.21, 0.50, -0.46)
H (0.88, 1.65, -0.39)
H (-1.52, 0.77, 0.21)
H (-1.75, -0.95, 0.52)


Computed max |F| (eV Å⁻¹) in order:
4.026, 8.173, 3.971, 0.491, 4.011, 4.667